Entry from the Open Molecules 2025 dataset: a 15-piece molecular cluster, C42H96Cl18O12 overall (ωB97M-V/def2-TZVPD).

```
168
Properties=species:S:1:pos:R:3:forces:R:3
C 30.2580 3.7689 -18.3809 1.0 0.0 1.1
O 31.6264 3.9714 -18.0042 0.1 -0.2 0.5
C 32.5129 4.1865 -19.0848 0.5 0.2 0.0
C 34.0234 4.0939 -18.7154 -0.8 0.9 1.9
O 34.5967 5.2130 -17.9518 -1.2 0.4 -0.1
C 33.8396 5.6418 -16.7445 1.1 -0.7 -1.9
H 29.7822 4.7229 -18.6082 -0.1 0.0 -0.5
H 29.7862 3.4068 -17.4674 -0.2 -0.1 -0.1
H 30.1728 3.0038 -19.1525 -0.1 0.2 -0.1
H 32.3051 5.1662 -19.5151 0.1 0.2 -0.3
H 32.2893 3.4277 -19.8347 0.2 -0.1 -0.3
H 34.6129 3.9700 -19.6238 0.0 0.3 0.1
H 34.1820 3.2445 -18.0509 -0.2 -0.5 -0.3
H 32.8852 6.0710 -17.0494 -0.2 -0.4 0.2
H 34.4084 6.4383 -16.2647 0.3 -0.2 -0.2
H 33.7954 4.7638 -16.1001 -0.5 0.2 0.3
C 22.6228 1.6364 -18.1203 0.6 -1.1 -0.8
O 22.7761 0.3584 -17.4552 0.3 0.2 -0.8
C 24.0322 -0.3120 -17.6760 -0.6 -0.3 2.3
C 23.9888 -1.7379 -17.0147 -0.5 0.8 0.2
O 23.3559 -1.7687 -15.6988 0.8 -0.4 -0.2
C 23.4342 -3.0702 -15.0685 -0.1 -0.3 -1.3
H 23.1868 2.4766 -17.7151 -0.1 -0.1 0.8
H 21.5600 1.8611 -18.2112 0.1 0.0 0.3
H 23.0298 1.5442 -19.1272 -0.2 -0.1 -0.4
H 24.7909 0.3092 -17.1999 0.3 0.0 0.2
H 24.3844 -0.4999 -18.6902 -0.6 0.3 -0.6
H 25.0173 -2.0959 -16.9695 0.2 0.0 0.3
H 23.4881 -2.3993 -17.7219 -0.5 -0.2 0.2
H 24.4274 -3.5176 -15.1085 0.3 0.4 0.0
H 22.7937 -3.7706 -15.6045 -0.2 0.0 -0.2
H 23.0870 -3.1206 -14.0365 0.0 0.8 0.0
C 27.5544 3.3427 -20.0983 -1.0 0.1 -0.4
O 27.3904 3.4027 -18.6840 1.1 0.0 -0.2
C 26.1150 3.0589 -18.2439 -1.3 0.2 0.7
C 25.9603 3.0670 -16.7390 1.3 0.7 -0.2
O 26.6154 1.9510 -16.2262 0.7 -1.0 0.4
C 26.5572 1.8157 -14.8207 -0.9 -0.6 -0.5
H 26.8446 3.9921 -20.6108 -0.3 0.3 0.1
H 27.3289 2.3487 -20.4844 0.2 -0.3 0.1
H 28.5326 3.6525 -20.4659 0.1 -0.1 0.8
H 25.7864 2.0665 -18.5527 0.1 -0.2 -0.6
H 25.3738 3.8056 -18.5287 -0.2 0.1 -0.8
H 24.9210 3.1655 -16.4254 -0.3 -0.3 -0.1
H 26.4740 3.9569 -16.3754 0.1 0.5 0.2
H 27.0159 2.6536 -14.2956 0.1 0.2 0.1
H 26.9840 0.8607 -14.5143 0.5 0.1 -0.3
H 25.5057 1.7105 -14.5536 -0.2 0.4 0.4
C 34.8523 0.9106 -12.6511 -1.1 -0.3 -1.7
O 33.7234 1.7087 -13.1862 0.9 0.0 0.0
C 33.0545 1.0899 -14.3333 1.3 -1.1 3.1
C 31.6588 1.6250 -14.4528 0.2 -0.8 0.1
O 30.7541 1.3900 -13.3103 0.9 1.6 -0.9
C 30.0976 0.1529 -13.3006 0.8 -1.1 0.3
H 35.5136 0.6660 -13.4823 0.0 -0.2 -0.2
H 34.4137 -0.0082 -12.2617 0.2 -0.1 0.2
H 35.5289 1.3472 -11.9165 -0.9 0.8 0.1
H 33.0312 0.0300 -14.0802 -0.3 -0.4 -0.1
H 33.6427 1.1219 -15.2504 -0.1 0.6 -0.2
H 31.3300 1.0745 -15.3342 -0.8 0.4 -0.2
H 31.8310 2.6793 -14.6696 -1.0 0.2 0.3
H 29.7412 -0.1046 -12.3032 -0.2 0.7 0.2
H 30.8564 -0.6213 -13.4145 -0.2 -0.4 -0.7
H 29.2559 0.0528 -13.9858 0.2 0.1 -0.3
C 28.0147 5.6190 -23.2725 -0.5 0.9 0.5
O 27.5514 6.5584 -22.2288 0.5 -1.3 -2.3
C 28.5776 6.8606 -21.3296 -0.6 -1.0 0.5
C 27.9593 7.6472 -20.1783 1.4 -0.7 -1.1
O 26.9433 6.9336 -19.4939 0.9 0.1 -2.3
C 26.9607 7.2078 -18.1636 -0.9 0.5 1.6
H 28.6577 6.0789 -24.0229 0.2 0.4 0.2
H 27.1780 5.2260 -23.8501 -0.4 0.2 0.4
H 28.5623 4.7738 -22.8555 0.0 0.0 0.4
H 29.4631 7.3443 -21.7419 -0.2 0.8 -0.4
H 29.0150 5.9101 -21.0241 -0.1 -0.4 0.8
H 27.6526 8.5960 -20.6186 -0.5 0.2 0.4
H 28.8500 7.8038 -19.5699 -0.2 0.4 0.7
H 27.9147 6.9626 -17.6968 0.1 -0.4 0.2
H 26.1018 6.6908 -17.7358 0.4 -0.3 0.3
H 26.7680 8.2535 -17.9241 0.1 0.4 -0.2
C 28.9960 4.6230 -9.8021 -0.1 1.6 1.1
O 29.4275 4.9236 -11.1049 -0.4 -1.1 -1.2
C 29.0294 3.9810 -12.1482 0.3 1.2 -1.0
C 29.5462 4.3307 -13.5574 0.7 0.4 0.5
O 29.1269 5.5609 -14.0710 0.1 0.4 1.0
C 29.4077 5.7190 -15.4436 -0.5 0.3 -1.0
H 29.1652 5.5297 -9.2213 0.7 -0.2 0.1
H 29.4876 3.7452 -9.3825 0.1 -0.2 -0.3
H 27.9130 4.5626 -9.6949 -0.4 -0.7 -0.8
H 27.9464 4.0672 -12.0602 -0.7 -0.2 -0.1
H 29.3466 2.9661 -11.9084 0.0 -0.3 0.4
H 29.2672 3.5476 -14.2624 -0.1 -0.5 0.3
H 30.6319 4.3486 -13.4622 0.3 -0.3 -0.2
H 28.6813 5.1262 -15.9994 0.0 -0.1 -0.3
H 30.4047 5.5046 -15.8285 0.4 -0.6 0.7
H 29.2810 6.7606 -15.7388 -0.4 0.1 0.4
Cl 24.7594 1.8082 -21.6767 -0.1 -0.1 0.7
C 25.1300 2.1277 -23.3594 -0.2 0.1 -1.2
C 24.1446 3.0571 -24.0206 -0.2 0.6 -0.3
Cl 22.6246 2.2012 -24.3796 -0.2 0.1 0.3
H 25.0349 1.1810 -23.8912 0.5 0.0 0.1
H 26.1303 2.5521 -23.4457 0.1 -0.2 0.1
H 24.4824 3.3932 -25.0009 0.4 -0.2 0.1
H 23.9508 3.9686 -23.4552 -0.2 -0.2 0.2
Cl 26.3148 8.6891 -12.3902 0.1 0.9 0.4
C 27.1596 7.4103 -13.2300 0.1 -0.5 -0.9
C 26.1549 6.7505 -14.1599 -0.3 -0.7 0.8
Cl 25.5126 7.8683 -15.3787 0.1 0.1 0.2
H 27.5417 6.7674 -12.4371 -0.2 -0.3 -0.4
H 28.0073 7.7126 -13.8450 0.0 0.7 0.4
H 25.3392 6.4059 -13.5242 -0.2 0.1 -0.4
H 26.5482 5.8840 -14.6915 0.2 0.1 0.0
Cl 20.0782 5.7092 -18.6878 0.5 -0.1 0.3
C 20.2725 6.0740 -16.9569 -0.5 1.2 0.7
C 21.1321 5.1516 -16.1254 0.3 -0.4 -0.2
Cl 22.9178 5.3892 -16.4165 -0.5 -0.2 -0.3
H 19.2552 6.1641 -16.5761 -0.1 -0.8 0.2
H 20.5804 7.1100 -16.8154 0.6 0.0 -0.5
H 20.8658 4.1105 -16.3080 0.3 0.0 -0.1
H 21.0853 5.3099 -15.0479 -0.5 0.3 -0.2
Cl 30.4679 1.7099 -21.4715 0.2 0.0 0.8
C 29.5876 1.4638 -22.9646 0.0 0.2 -1.2
C 28.6146 0.3031 -22.8818 -0.2 0.2 0.3
Cl 27.8124 0.0727 -24.4828 0.4 0.0 0.6
H 30.3723 1.3994 -23.7183 -0.3 -0.5 -0.1
H 29.0341 2.3679 -23.2183 -0.1 0.1 0.3
H 27.8540 0.5825 -22.1528 -0.2 -0.1 -0.2
H 29.0375 -0.6330 -22.5173 0.2 0.1 -0.4
Cl 24.9596 3.9325 -12.7431 0.1 0.4 -0.1
C 23.8732 3.5116 -11.3784 0.7 0.1 0.1
C 24.6467 3.6713 -10.0570 -1.0 0.8 -0.2
Cl 24.7627 5.4719 -9.6171 0.1 -1.0 -0.4
H 23.5646 2.5107 -11.6801 0.0 -0.1 0.9
H 23.0041 4.1690 -11.4036 0.2 0.0 0.0
H 25.6747 3.3098 -10.0815 -0.4 -0.1 0.0
H 24.0483 3.2342 -9.2577 0.3 -0.1 0.0
Cl 27.7848 -2.0480 -16.4118 -0.5 0.7 -1.1
C 27.4501 -0.9376 -17.8645 0.9 0.7 0.7
C 28.7931 -0.5097 -18.4640 -0.6 0.6 0.5
Cl 29.3906 -1.7791 -19.4799 0.7 -0.7 -0.8
H 26.9528 -0.0317 -17.5179 0.0 -0.2 0.5
H 26.7976 -1.4030 -18.6033 0.3 -0.4 0.2
H 29.5646 -0.2532 -17.7380 -0.3 -0.4 0.4
H 28.7086 0.4250 -19.0185 -0.4 -0.1 -0.4
Cl 23.8518 7.9311 -22.5905 -0.3 0.4 -0.4
C 24.1196 7.5215 -20.8673 0.3 -1.5 -1.4
C 24.2333 5.9667 -20.8317 1.2 0.7 1.4
Cl 22.7839 5.1147 -21.2458 -1.2 -0.3 -0.2
H 23.2648 7.8951 -20.3033 0.3 -0.1 0.1
H 25.0795 8.0070 -20.6914 -0.3 -0.3 0.7
H 24.5096 5.6577 -19.8236 -0.2 0.2 0.3
H 25.0253 5.5083 -21.4239 0.1 0.8 -0.4
Cl 21.4959 2.1172 -13.5637 0.0 -0.5 -0.4
C 21.7928 0.3684 -13.9662 1.1 -0.1 0.5
C 22.9456 -0.1730 -13.0147 -1.0 0.0 -0.7
Cl 22.4560 -0.0815 -11.2637 0.2 -0.2 -0.6
H 22.0270 0.2755 -15.0266 0.8 0.3 0.1
H 20.8402 -0.1609 -13.9444 0.1 0.0 1.0
H 23.9120 0.3281 -13.0706 -0.4 0.7 -0.3
H 23.2300 -1.1972 -13.2560 -0.6 0.0 0.1
Cl 26.3446 1.0462 -11.1999 -0.2 0.4 -0.8
C 26.9063 -0.5670 -10.7674 1.8 -0.4 0.8
C 26.1495 -1.7116 -11.4192 -0.5 1.2 -0.1
Cl 26.4339 -1.7244 -13.2210 -0.1 0.0 0.9
H 26.9412 -0.4787 -9.6815 -0.9 -0.9 0.1
H 27.9808 -0.6243 -10.9412 0.0 0.1 -0.7
H 25.1086 -1.4327 -11.2554 -0.2 -0.6 -0.3
H 26.3712 -2.7043 -11.0275 0.1 0.3 0.0
```
Forces are in eV/Å.

Calculated values
Total charge: +1
⟨S²⟩: 0.75
Highest occupied orbital energy (alpha / beta) in Eh: -0.419 / -0.419
Molar mass in g/mol: 1431.37
Multiplicity: 2
Gap between HOMO and LUMO (alpha / beta) in eV: 9.04 / 2.77

Mulliken atomic charge list, values in e, 2 entries: atom 1 (C): -0.012, atom 2 (O): 0.210

Entry from the Open Molecules 2025 dataset: C25H21AsBrF9N2O7SV as an isolated structure (ωB97M-V/def2-TZVPD).

```
68
Properties=species:S:1:pos:R:3:forces:R:3
V 0.2449 -1.0979 -0.6155 -0.2 1.4 0.3
O 1.3413 0.4807 -4.5609 1.1 0.0 -0.2
N 0.1527 0.7686 -4.2239 -0.5 0.9 -1.0
C -0.3568 1.9778 -4.7366 0.1 -2.1 1.2
C -1.6464 2.2991 -4.5620 -1.8 0.7 0.6
C -2.5618 1.4139 -3.8878 2.0 1.0 -0.5
C -1.9995 0.2675 -3.4258 0.3 -1.1 0.7
C -0.6180 -0.0904 -3.5116 -1.3 0.2 -0.9
S -0.0539 -1.6493 -3.0049 0.3 0.1 -0.4
H 0.3465 2.5719 -5.2637 0.6 0.2 -0.2
H -1.9178 3.3106 -4.8721 -0.3 -0.3 -0.1
H -3.5573 1.6839 -3.6083 -0.5 0.1 -0.3
H -2.5937 -0.4783 -2.9153 0.1 0.2 -0.1
O 0.5934 -2.8094 0.0389 -0.2 -0.2 -0.9
C 1.0207 -3.1684 1.1869 -0.3 1.0 2.5
C 0.8015 -2.3886 2.4428 0.3 -0.3 -1.8
C 1.0998 -2.8776 3.6825 0.0 -2.5 0.7
C 0.6436 -2.3195 4.8810 0.1 1.8 0.2
C 0.1331 -0.9835 4.9213 0.0 -0.1 -0.3
C -0.0424 -0.3442 3.7164 0.8 -2.2 -0.6
C 0.3533 -1.0164 2.4265 -0.6 -0.7 5.2
O 0.3666 -0.2938 1.4674 -0.4 2.2 -5.2
N 1.0012 -2.9498 6.0872 0.5 -0.3 -0.3
O 0.3859 -2.7481 7.1447 0.3 0.1 -0.5
O 1.9626 -3.7222 5.9856 -0.1 -0.4 1.2
H 1.4650 -4.1463 1.2526 0.2 -0.4 0.3
H 1.5681 -3.8976 3.7553 -0.5 1.2 -0.1
H 0.0328 -0.4256 5.8684 -0.3 -0.7 -0.5
H -0.4571 0.6385 3.6118 0.1 0.4 0.0
C 2.0097 2.4536 0.9342 -0.5 -0.1 -0.6
As 0.5524 2.3407 -0.2970 -2.3 -1.5 -2.2
C -0.9392 2.9297 0.7871 -0.1 0.2 -0.4
C 0.6398 3.7323 -1.6160 1.4 0.4 -0.7
O 0.0728 0.9272 -1.1688 1.0 2.0 1.4
H 2.9622 2.6748 0.4727 0.1 0.1 -0.1
H 1.9970 1.4430 1.3066 0.2 -0.2 0.8
H 1.6486 3.2240 1.6187 0.4 -0.2 0.2
H -0.7883 3.9648 1.0785 0.4 0.1 0.4
H -0.8883 2.2462 1.6172 -0.4 -0.1 0.6
H -1.9285 2.9219 0.3062 0.7 -0.5 0.0
H 0.9168 4.6748 -1.1396 -0.1 0.0 0.2
H -0.2944 3.8725 -2.1441 -0.3 -0.3 0.1
H 1.4316 3.5321 -2.3770 -0.6 -0.1 0.6
F -2.8538 -0.1844 2.0335 -0.1 0.6 0.4
C -3.1420 -1.3227 1.4217 -0.1 -0.7 -0.5
F -4.4065 -1.6929 1.7661 0.3 0.0 0.5
F -2.2909 -2.2323 1.8823 -0.1 -0.1 0.2
C -3.0448 -1.1714 -0.1201 0.0 0.8 -0.7
O -1.8388 -1.0395 -0.6038 0.8 0.2 0.5
C -3.6352 -2.4296 -0.7788 -0.6 -0.2 -0.4
F -3.1846 -3.5055 -0.1350 -0.2 -0.4 0.0
F -4.9962 -2.4294 -0.7017 0.0 -0.3 -0.3
F -3.2994 -2.6047 -2.0775 -0.5 0.5 0.9
C -3.8735 0.1792 -0.4583 1.0 -0.9 -0.1
F -2.9817 1.1705 -0.3578 -0.3 0.2 -0.5
F -4.4220 0.1761 -1.6797 0.3 0.0 -0.7
F -4.8800 0.5007 0.3290 -1.0 0.1 1.3
Br 6.8746 0.4668 -1.1290 -0.4 0.0 0.6
C 4.9528 0.1757 -0.8035 1.1 0.4 -1.9
C 4.4632 -0.3265 0.3451 0.7 -0.9 2.2
C 3.1372 -0.6929 0.3862 -0.5 0.1 -2.3
C 2.3442 -0.7098 -0.7975 -0.6 0.2 1.2
C 2.8966 -0.2342 -1.9943 0.6 0.3 0.3
C 4.1975 0.2830 -1.9661 0.0 -0.7 -0.1
H 5.0562 -0.6099 1.2359 0.0 0.7 -0.7
H 2.7706 -1.0121 1.3239 -0.6 -0.5 0.8
H 2.3119 -0.2665 -2.9284 0.5 0.1 0.5
H 4.7439 0.5693 -2.8514 -0.3 0.3 -0.3
```
Forces are in eV/Å.

Calculated values
Total charge: -2
⟨S²⟩: 3.78
Highest occupied orbital energy (alpha / beta) in Eh: -0.012 / -0.085
Molar mass in g/mol: 870.27
Multiplicity: 4
Gap between HOMO and LUMO (alpha / beta) in eV: 4.40 / 6.37
Energy relative to the best compared isomer or geometry (same formula, charge and spin) in eV: 0.504

Mulliken atomic charge list, values in e, 2 entries: atom 1 (V): 0.157, atom 2 (O): -0.888